No. 1
17
Properties=species:S:1:pos:R:3:nbo_charge:R:1 method="wB97M-V/def2-TZVPD" homo_ev=-14.942 lumo_ha=-0.1290 relative_energy_kcal_mol=56.0 smiles=C[N@H+]1[C@H](O)PO[C@@H]1O charge=+1 largest_force_ha_per_bohr=0.075
C -1.537 -0.068 1.179 -0.45
N -0.582 0.001 -0.043 -0.42
C 0.348 1.131 0.009 -0.01
O 0.444 1.780 -1.194 -0.69
P 2.144 0.571 0.527 0.92
O 1.302 -0.979 0.742 -0.74
C 0.315 -1.211 -0.152 0.54
O 0.620 -1.246 -1.451 -0.74
H -0.804 -0.099 1.995 0.24
H -2.355 0.675 1.209 0.26
H -2.114 -1.072 1.311 0.26
H -1.002 0.004 -1.006 0.47
H -0.009 1.780 0.749 0.19
H -0.389 2.118 -1.523 0.49
H 2.385 0.449 -0.807 -0.06
H -0.217 -2.087 0.306 0.18
H 1.449 -1.745 -1.851 0.56


No. 2
119
Properties=species:S:1:pos:R:3:mulliken_charge:R:1 method="wB97M-V/def2-TZVPD" homo_ev=-9.018 lumo_ha=-0.0126 smiles=COCCCCc1nc2cccc(Br)c2nc1CCCCCCCSc1nnco1.c1ccccc1.c1ccccc1.c1ccccc1.c1ccccc1.c1ccccc1 largest_force_ha_per_bohr=0.044
C -3.273 -0.750 5.778 -0.63
O -4.682 -0.705 5.535 -0.41
C -4.972 -0.144 4.255 0.24
C -6.054 0.982 4.340 -0.46
C -7.069 0.739 3.164 -0.85
C -6.423 1.260 1.844 0.08
C -6.500 0.258 0.673 0.71
N -7.411 -0.685 0.765 -0.59
C -7.352 -1.526 -0.315 0.24
C -8.256 -2.637 -0.342 -0.38
C -8.299 -3.522 -1.376 -0.68
C -7.424 -3.372 -2.506 -0.42
C -6.546 -2.331 -2.483 0.20
Br -5.353 -2.072 -3.984 -0.10
C -6.477 -1.391 -1.403 0.04
N -5.553 -0.387 -1.459 -0.36
C -5.574 0.435 -0.436 0.11
C -4.560 1.589 -0.503 -0.56
C -3.152 1.106 -0.944 -0.91
C -2.190 0.888 0.266 -0.69
C -1.537 2.229 0.738 -0.12
C 0.005 2.299 0.475 -0.58
C 0.748 2.917 1.704 -0.98
C 0.946 4.452 1.638 -0.55
S -0.593 5.426 1.453 -0.30
C -1.697 4.833 2.687 0.59
N -1.333 4.500 3.884 -0.20
N -2.428 4.065 4.575 -0.54
C -3.423 4.154 3.751 0.05
O -3.042 4.646 2.558 -0.30
H -3.090 -1.615 6.437 0.27
H -2.985 0.196 6.272 0.28
H -2.669 -0.915 4.871 0.26
H -4.080 0.277 3.754 -0.01
H -5.315 -0.986 3.619 0.17
H -5.606 1.985 4.298 -0.28
H -6.563 0.833 5.308 0.45
H -7.937 1.377 3.394 0.31
H -7.286 -0.333 3.178 0.43
H -6.935 2.179 1.506 0.49
H -5.371 1.500 2.072 -0.32
H -8.941 -2.811 0.494 0.40
H -8.985 -4.375 -1.388 0.36
H -7.422 -4.042 -3.366 0.42
H -4.542 2.204 0.403 0.27
H -4.929 2.235 -1.325 0.33
H -3.185 0.168 -1.516 0.45
H -2.713 1.860 -1.624 0.47
H -1.409 0.178 -0.044 0.51
H -2.794 0.465 1.089 0.05
H -1.733 2.302 1.824 -0.09
H -2.014 3.106 0.264 0.47
H 0.348 1.252 0.405 0.44
H 0.246 2.821 -0.464 0.23
H 0.242 2.581 2.620 0.42
H 1.765 2.476 1.703 0.42
H 1.400 4.752 2.597 0.39
H 1.624 4.663 0.800 0.35
H -4.423 3.856 4.051 0.45
C 4.623 4.084 -0.490 -0.12
C 5.161 4.479 0.729 -0.40
C 6.385 5.132 0.768 -0.43
C 7.074 5.387 -0.410 -0.50
C 6.541 4.984 -1.627 -0.34
C 5.315 4.334 -1.667 -0.62
H 3.664 3.579 -0.522 0.41
H 4.624 4.278 1.649 0.39
H 6.802 5.443 1.718 0.49
H 8.028 5.898 -0.379 0.38
H 7.081 5.178 -2.545 0.37
H 4.898 4.022 -2.617 0.37
C 9.816 1.570 4.413 -0.45
C 9.008 2.693 4.537 -0.54
C 8.541 3.341 3.401 -0.25
C 8.885 2.869 2.141 0.08
C 9.699 1.751 2.018 -0.54
C 10.164 1.101 3.154 -0.42
H 10.175 1.061 5.299 0.39
H 8.742 3.063 5.519 0.37
H 7.909 4.215 3.498 0.25
H 8.518 3.373 1.255 0.23
H 9.972 1.387 1.035 0.43
H 10.797 0.227 3.058 0.46
C 8.043 -4.437 2.045 -0.42
C 8.563 -4.178 0.783 -0.32
C 8.940 -2.887 0.440 -0.54
C 8.793 -1.854 1.356 0.00
C 8.264 -2.111 2.613 -0.38
C 7.891 -3.403 2.959 -0.39
H 7.755 -5.446 2.315 0.35
H 8.676 -4.984 0.068 0.36
H 9.349 -2.685 -0.543 0.36
H 9.088 -0.848 1.089 0.18
H 8.145 -1.303 3.325 0.41
H 7.480 -3.604 3.941 0.36
C -3.045 -3.847 -8.316 -0.43
C -2.138 -3.052 -9.002 -0.44
C -1.825 -1.786 -8.525 -0.32
C -2.422 -1.314 -7.364 -0.84
C -3.335 -2.107 -6.683 0.19
C -3.646 -3.373 -7.157 -0.12
H -3.285 -4.837 -8.685 0.42
H -1.674 -3.418 -9.910 0.37
H -1.115 -1.166 -9.059 0.37
H -2.176 -0.328 -6.991 0.37
H -3.807 -1.738 -5.780 -0.09
H -4.359 -3.992 -6.624 0.45
C -0.845 -6.604 -4.923 -0.48
C -1.850 -5.666 -5.123 -0.17
C -2.340 -4.933 -4.050 0.02
C -1.829 -5.143 -2.776 -0.40
C -0.831 -6.087 -2.575 -0.39
C -0.338 -6.817 -3.648 -0.37
H -0.458 -7.170 -5.761 0.35
H -2.249 -5.504 -6.116 0.20
H -3.122 -4.198 -4.205 0.13
H -2.210 -4.570 -1.939 0.40
H -0.436 -6.255 -1.580 0.35
H 0.442 -7.552 -3.491 0.36


No. 3
87
Properties=species:S:1:pos:R:3:mulliken_charge:R:1 method="wB97M-V/def2-TZVPD" homo_ev=-13.988 lumo_ha=-0.1755 relative_energy_kcal_mol=0.0 charge=+2 largest_force_ha_per_bohr=0.012
Ir -0.612 0.990 -0.547 2.57
C -3.343 -2.273 -0.381 -1.62
C -2.043 -1.782 -0.338 -0.13
N -2.048 -0.466 -0.538 0.37
N -3.332 -0.086 -0.720 0.10
C -4.125 -1.163 -0.633 -0.28
B -3.676 1.363 -1.129 -0.20
N -2.780 1.731 -2.343 -0.07
C -3.158 2.122 -3.565 -0.07
C -2.035 2.277 -4.354 -1.41
C -0.973 1.943 -3.523 -0.28
N -1.430 1.610 -2.310 0.45
N -3.268 2.291 0.028 0.32
C -3.936 3.153 0.804 -0.14
C -3.049 3.697 1.718 -1.16
C -1.828 3.097 1.424 -0.23
N -1.979 2.255 0.401 -0.05
H -3.667 -3.291 -0.260 0.56
H -1.115 -2.310 -0.199 0.62
H -5.189 -1.067 -0.772 0.52
H -4.829 1.472 -1.404 -0.04
H -4.201 2.267 -3.790 0.48
H -1.991 2.589 -5.382 0.49
H 0.080 1.934 -3.737 0.59
H -4.990 3.320 0.659 0.50
H -3.259 4.423 2.483 0.49
H -0.870 3.216 1.906 0.42
N 0.760 2.607 -0.764 -0.56
C 1.769 2.443 -1.823 0.40
C 2.414 3.555 -2.332 -0.72
C 3.347 3.392 -3.347 -0.79
C 3.635 2.124 -3.837 -0.91
C 2.989 1.014 -3.315 -0.39
C 2.038 1.169 -2.312 -0.39
P 1.163 -0.191 -1.492 1.50
C 2.450 -0.781 -0.357 1.42
C 3.329 -1.801 -0.717 -0.77
C 4.399 -2.117 0.108 -0.91
C 4.604 -1.418 1.289 -0.90
C 3.736 -0.396 1.650 -1.00
C 2.667 -0.077 0.829 -0.66
C 0.801 -1.510 -2.659 0.67
C 0.667 -2.821 -2.201 -0.75
C 0.258 -3.821 -3.067 -0.96
C -0.025 -3.520 -4.393 -0.76
C 0.103 -2.218 -4.854 -0.85
C 0.513 -1.213 -3.991 -0.83
H 0.188 3.420 -0.990 0.51
H 1.230 2.837 0.111 0.40
H 2.193 4.544 -1.947 0.55
H 3.850 4.258 -3.755 0.46
H 4.365 2.003 -4.625 0.50
H 3.215 0.025 -3.695 0.51
H 3.195 -2.344 -1.643 0.48
H 5.077 -2.910 -0.178 0.50
H 5.440 -1.668 1.927 0.48
H 3.887 0.148 2.573 0.66
H 1.982 0.705 1.135 0.45
H 0.895 -3.067 -1.169 0.62
H 0.168 -4.838 -2.710 0.49
H -0.339 -4.304 -5.069 0.44
H -0.111 -1.984 -5.888 0.48
H 0.616 -0.203 -4.364 0.32
O -0.197 0.426 1.449 -0.68
S 0.171 -0.946 2.034 0.14
C -1.292 -1.441 2.915 0.91
C -1.475 -2.795 3.144 -0.44
C -2.609 -3.209 3.827 -0.80
C -3.543 -2.272 4.246 -0.56
C -3.350 -0.919 3.993 -0.96
C -2.214 -0.489 3.326 -0.17
C 1.263 -0.548 3.379 0.53
C 2.058 -1.573 3.870 -0.39
C 2.911 -1.303 4.928 -0.81
C 2.968 -0.023 5.465 -0.59
C 2.171 0.993 4.952 -0.91
C 1.306 0.735 3.899 -0.10
H -0.748 -3.520 2.795 0.47
H -2.767 -4.261 4.024 0.46
H -4.430 -2.598 4.773 0.45
H -4.084 -0.196 4.324 0.48
H -2.051 0.560 3.114 0.29
H 2.021 -2.564 3.433 0.47
H 3.536 -2.089 5.329 0.47
H 3.639 0.185 6.287 0.43
H 2.219 1.986 5.378 0.47
H 0.672 1.510 3.490 0.32


no.,orbital gap (eV)
1,11.431
2,8.677
3,9.212